[1]
Entry from the Open Molecules 2025 dataset: a molecular structure, C29H40F6FeIN3O5S3Si at a distorted geometry (wB97M-V/def2-TZVPD).

The geometry in ORCA input format:
```
! RIJCOSX wB97M-V def2-TZVPD def2/J DEFGRID3
* xyz 1 6
Fe 0.451 1.283 -0.535
F -0.197 5.628 -1.608
C -1.467 5.530 -1.214
F -2.244 6.203 -2.038
F -1.582 6.002 0.017
S -1.920 3.748 -1.206
O -0.822 3.130 -0.455
O -3.224 3.654 -0.639
N -1.869 3.408 -2.740
S -0.990 2.273 -3.347
O -0.706 1.182 -2.397
O -1.404 1.900 -4.650
C 0.698 3.005 -3.550
F 1.290 3.067 -2.317
F 0.680 4.211 -4.058
F 1.436 2.198 -4.298
C 4.239 -0.061 0.215
C 3.599 -0.510 -1.107
C 3.506 0.739 -1.996
C 4.492 -1.569 -1.762
Si 1.819 -1.216 -0.767
C 1.741 -2.247 0.858
C 0.387 -2.962 0.962
C 2.872 -3.281 0.920
C 1.826 -1.311 2.081
C 1.080 -2.137 -2.296
C -0.456 -2.179 -2.181
C 1.641 -3.560 -2.374
C 1.420 -1.359 -3.577
H 5.177 0.465 -0.002
H 4.484 -0.903 0.863
H 3.588 0.619 0.761
H 4.507 1.157 -2.147
H 2.902 1.517 -1.517
H 3.083 0.536 -2.979
H 5.496 -1.147 -1.896
H 4.131 -1.873 -2.745
H 4.588 -2.462 -1.139
H 0.261 -3.734 0.202
H -0.431 -2.245 0.876
H 0.311 -3.452 1.940
H 2.843 -3.978 0.080
H 2.765 -3.867 1.841
H 3.858 -2.813 0.945
H 1.066 -0.527 2.030
H 2.802 -0.836 2.181
H 1.648 -1.894 2.993
H -0.790 -2.836 -1.379
H -0.874 -2.570 -3.117
H -0.882 -1.187 -2.025
H 1.349 -4.167 -1.516
H 2.732 -3.574 -2.450
H 1.240 -4.047 -3.272
H 1.017 -0.345 -3.551
H 0.958 -1.869 -4.431
H 2.491 -1.316 -3.774
O -1.256 0.274 0.325
S -2.661 0.840 0.576
C -3.813 -0.476 0.213
C -3.371 -1.763 -0.029
C -4.307 -2.752 -0.296
C -5.661 -2.440 -0.323
C -6.086 -1.138 -0.086
C -5.160 -0.143 0.182
C -2.807 0.809 2.364
C -3.489 1.846 2.987
C -3.568 1.859 4.375
C -2.968 0.848 5.112
C -2.283 -0.184 4.472
C -2.199 -0.209 3.089
H -2.315 -1.977 -0.020
H -3.976 -3.766 -0.486
H -6.388 -3.213 -0.534
H -7.140 -0.896 -0.116
H -5.481 0.879 0.363
H -3.940 2.634 2.391
H -4.090 2.664 4.877
H -3.033 0.861 6.193
H -1.825 -0.976 5.053
H -1.670 -1.005 2.574
I 3.550 2.819 4.853
C 2.120 2.429 3.423
C 0.790 2.136 3.630
N 0.253 1.912 2.424
N 1.156 2.038 1.438
C 2.298 2.361 2.038
H 0.211 2.078 4.539
H -0.701 1.670 2.212
H 3.196 2.561 1.474
*
```

The gap between HOMO and LUMO (spin up / spin down) is 8.403 / 6.580 eV. The calculation puts the HOMO energy (spin up / spin down) at -10.950 / -11.736 eV. The calculation puts the LUMO energy (spin up / spin down) at -2.5 / -5.2 eV.

---

[2]
Entry from the Open Molecules 2025 dataset: a molecular structure, C29H41BN6S4SbTc (wB97M-V/def2-TZVPD).

The geometry in ORCA input format:
```
! RIJCOSX wB97M-V def2-TZVPD def2/J DEFGRID3
* xyz 3 2
Tc 0.109 -1.524 0.620
C -3.466 -0.560 3.657
N -3.707 -0.442 2.212
C -5.088 -0.220 1.755
C -2.724 -0.672 1.355
N -1.511 -1.051 1.727
N -3.043 -0.524 0.020
C -2.262 -0.718 -1.091
N -2.920 -0.709 -2.253
N -0.966 -0.870 -1.013
H -4.283 -0.074 4.179
H -2.549 -0.042 3.935
H -3.425 -1.606 3.966
H -5.730 -0.153 2.625
H -5.441 -1.058 1.152
H -5.173 0.723 1.207
H -1.467 -1.279 2.710
H -3.994 -0.246 -0.162
H -3.926 -0.703 -2.299
H -2.442 -0.957 -3.104
H -0.548 -1.076 -1.913
C 4.197 -1.273 0.091
C 3.530 -2.162 -0.948
S 1.787 -2.732 -0.832
C 1.904 -4.309 0.058
C 2.126 -4.195 1.553
S 1.191 -2.864 2.407
C 2.495 -2.151 3.466
C 3.609 -1.291 2.879
S 4.720 -2.035 1.650
H 3.609 -0.386 0.308
H 5.118 -0.921 -0.380
H 4.074 -3.101 -1.066
H 3.548 -1.662 -1.918
H 2.726 -4.868 -0.393
H 0.992 -4.837 -0.193
H 3.170 -3.975 1.759
H 1.852 -5.130 2.040
H 2.897 -3.032 3.969
H 1.948 -1.586 4.222
H 4.254 -1.026 3.721
H 3.232 -0.351 2.483
B -2.303 -5.314 -0.619
C -1.476 -4.144 -0.105
N -0.825 -3.255 0.291
H -2.903 -4.892 -1.582
H -1.470 -6.154 -0.901
H -2.997 -5.657 0.309
S 1.280 0.406 0.924
Sb 0.561 2.053 -0.654
C 1.793 3.660 -0.202
C 2.677 3.613 0.872
C 3.459 4.728 1.139
C 3.354 5.860 0.342
C 2.470 5.893 -0.730
C 1.679 4.790 -1.011
C -1.442 2.493 -0.277
C -2.367 2.697 -1.298
C -3.666 3.066 -0.972
C -4.033 3.233 0.358
C -3.101 3.039 1.374
C -1.800 2.673 1.060
C 0.927 1.289 -2.549
C -0.075 0.774 -3.371
C 0.259 0.271 -4.619
C 1.584 0.280 -5.042
C 2.579 0.803 -4.225
C 2.255 1.315 -2.975
H 2.764 2.734 1.499
H 4.151 4.713 1.971
H 3.967 6.725 0.556
H 2.396 6.778 -1.348
H 0.992 4.825 -1.850
H -2.087 2.616 -2.342
H -4.382 3.258 -1.760
H -5.038 3.551 0.602
H -3.379 3.209 2.407
H -1.072 2.551 1.856
H -1.115 0.795 -3.064
H -0.513 -0.109 -5.275
H 1.838 -0.102 -6.021
H 3.604 0.832 -4.569
H 3.033 1.749 -2.356
*
```

The gap between HOMO and LUMO (spin up / spin down) is 5.077 / 5.539 eV. The calculation puts the HOMO energy (spin up / spin down) at -16.106 / -16.100 eV. The calculation puts the LUMO energy (spin up / spin down) at -11.0 / -10.6 eV.

---

[3]
Entry from the Open Molecules 2025 dataset: a molecular structure, C29H41Cl5P2Y at a distorted geometry (wB97M-V/def2-TZVPD).

The geometry in ORCA input format:
```
! RIJCOSX wB97M-V def2-TZVPD def2/J DEFGRID3
* xyz 1 1
Y 0.719 -1.842 0.037
C 3.117 -2.108 0.585
C 2.524 -1.916 1.878
C 1.519 -3.808 0.919
C 2.510 -3.284 -0.026
C 1.543 -2.941 2.095
C 4.197 -1.274 -0.035
H 4.223 -0.255 0.376
H 4.115 -1.207 -1.133
H 5.157 -1.760 0.200
C 2.738 -3.774 -1.403
H 3.303 -3.083 -2.031
H 1.799 -4.006 -1.929
H 3.279 -4.719 -1.313
C 0.572 -4.921 0.666
H 1.105 -5.845 0.906
H 0.295 -4.986 -0.394
H -0.354 -4.869 1.250
C 0.699 -3.124 3.320
H 1.214 -3.854 3.964
H -0.306 -3.522 3.100
H 0.587 -2.190 3.890
C 2.918 -0.857 2.872
H 3.668 -1.303 3.545
H 2.077 -0.509 3.496
H 3.379 0.023 2.394
C -1.072 5.142 -1.361
C 0.014 5.366 -0.621
C 0.149 6.075 0.697
C -1.146 6.233 1.538
C -1.786 4.914 1.878
C -2.633 4.183 1.154
C -3.231 4.464 -0.197
C -2.502 5.514 -1.077
H 0.596 7.074 0.553
H -1.837 6.920 1.034
H 0.882 5.511 1.297
H -2.598 6.510 -0.627
H -0.932 4.614 -2.319
H 0.979 5.040 -1.034
H -3.045 5.551 -2.038
H -3.253 3.509 -0.747
H -3.011 3.257 1.608
H -4.287 4.768 -0.094
H -0.850 6.726 2.483
H -1.491 4.519 2.865
P 0.834 0.722 -0.759
C 1.052 0.715 -2.485
C 1.791 1.901 0.083
P -1.200 -0.350 1.196
C -0.927 0.811 -0.225
C -0.938 0.456 2.709
C -2.679 -1.261 1.109
H 0.620 -0.167 -2.963
H 2.131 0.751 -2.669
H 0.556 1.634 -2.778
H 1.283 2.826 -0.175
H 2.798 1.854 -0.341
H 1.842 1.748 1.164
H -3.420 -0.470 1.110
H -2.733 -1.888 1.999
H -2.742 -1.875 0.210
H -1.562 0.449 -1.076
H -1.204 1.833 0.057
H -1.199 -0.259 3.494
H -1.652 1.272 2.644
H 0.083 0.812 2.858
Cl 0.886 -5.937 -2.290
C -0.355 -4.701 -2.660
C -0.648 -3.484 -2.131
C -1.751 -2.775 -2.591
Cl -2.396 -1.175 -2.068
C -2.572 -3.289 -3.631
Cl -3.929 -2.492 -4.244
C -2.258 -4.526 -4.192
Cl -3.216 -5.150 -5.429
C -1.150 -5.225 -3.704
Cl -0.884 -6.715 -4.442
*
```

The gap between HOMO and LUMO is 8.194 eV. The calculation puts the HOMO energy at -10.902 eV. The calculation puts the LUMO energy at -2.7 eV.

---

Energy relative to the best compared isomer or geometry (same formula, charge and spin) / kcal per mole: 0.00 9.00 0.00